Record 1
13
Properties=species:S:1:pos:R:3:mulliken_charge:R:1 method="wB97M-V/def2-TZVPD" e_homo_ev=-9.40 homo_lumo_gap_ev=10.531 smiles=C1N[C@H]1[C@H]1CO1 e_lumo_ev=1.1 e_above_lowest_ev=5.0101
C 1.630 0.302 0.694 -0.79
N 0.714 -0.951 0.962 -0.60
C 0.665 -0.233 -0.282 0.12
C -0.620 0.410 -0.748 0.02
C -1.857 -0.336 -0.502 -0.47
O -1.541 0.837 0.238 -0.43
H 1.378 1.318 1.003 0.26
H 2.667 0.014 0.699 0.29
H 0.766 -0.239 1.793 0.32
H 1.239 -0.655 -1.111 0.35
H -0.565 1.059 -1.626 0.39
H -2.700 -0.266 -1.191 0.27
H -1.775 -1.259 0.070 0.25


Record 2
13
Properties=species:S:1:pos:R:3:mulliken_charge:R:1 method="wB97M-V/def2-TZVPD" e_homo_ev=-8.77 homo_lumo_gap_ev=9.751 smiles="C=C=NCOC" e_lumo_ev=1.0 e_above_lowest_ev=2.7296
C 2.888 0.265 0.086 -1.10
C 1.668 -0.111 -0.129 0.74
N 0.559 -0.417 -0.513 -0.36
C -0.530 -0.983 0.248 -0.20
O -1.364 -0.002 0.782 -0.33
C -2.056 0.750 -0.192 -0.66
H 3.110 1.260 0.423 0.24
H 3.712 -0.408 -0.063 0.25
H -0.177 -1.570 1.106 0.29
H -1.084 -1.632 -0.451 0.31
H -1.361 1.293 -0.840 0.30
H -2.678 1.456 0.354 0.23
H -2.687 0.100 -0.810 0.28


Record 3
13
Properties=species:S:1:pos:R:3:mulliken_charge:R:1 method="wB97M-V/def2-TZVPD" e_homo_ev="-7.89 / -7.88" homo_lumo_gap_ev="7.271 / 7.260" e_lumo_ev="-0.6 / -0.6" e_above_lowest_ev=6.1402
O 0.857 1.394 2.203 -0.64
C 0.699 0.926 1.047 -0.11
C -0.772 0.105 0.904 -0.33
N -0.644 -0.625 -0.295 -0.01
C 0.335 -1.289 -0.797 -0.19
C -0.286 -0.305 -1.692 -0.30
H 0.716 1.640 0.173 0.15
H -1.619 0.789 0.879 0.27
H -0.801 -0.565 1.762 0.24
H 0.986 -2.115 -0.567 0.34
H 1.326 0.005 0.693 0.12
H 0.237 0.632 -1.879 0.22
H -1.033 -0.594 -2.430 0.24